{"formula": "C4H9O3", "method": "ωB97M-V/def2-TZVPD", "elements": ["C", "C", "O", "H", "H", "H", "H", "H", "H", "C", "C", "O", "O", "H", "H", "H"], "xyz": [[-0.606387, 2.207478, 0.082312], [-1.348467, 1.304675, -0.871821], [-0.185515, 1.500238, 1.242823], [0.231991, 2.844931, -0.226523], [-1.212404, 3.008820, 0.555310], [-2.015082, 0.646431, -0.337755], [0.537999, 0.829192, 1.100432], [-0.540143, 0.621906, -1.180710], [-1.830001, 1.669480, -1.779369], [0.439698, -2.382592, -0.036537], [1.737574, -1.707516, 0.514742], [1.520788, -0.602982, 1.079246], [2.850532, -2.248501, 0.368848], [-0.162914, -1.601500, -0.471229], [0.012976, -2.956179, 0.792471], [0.569356, -3.133879, -0.832245]], "forces_ev_per_angstrom": [[-0.2055, 1.4932, 2.4415], [1.6147, -0.9364, -0.5388], [0.1265, -0.2422, -0.0718], [0.1282, -0.6574, -1.1748], [-0.5303, -0.4242, -0.5171], [-0.4572, 0.1335, 0.3969], [-0.4919, -0.0141, -0.2836], [-0.3483, -0.0652, -0.3906], [0.0859, 0.5268, 0.2021], [0.9506, -0.7815, -0.2478], [0.3707, 0.0567, -0.4519], [-0.0934, 0.2939, 0.1231], [-0.5128, -0.3075, -0.0711], [-0.6970, 0.1659, 0.4212], [-0.4896, 0.5380, -0.0240], [0.5494, 0.2205, 0.1866]], "nbo_charge": [-0.064, -0.654, -0.782, 0.157, 0.147, 0.217, 0.527, 0.217, 0.195, -0.738, 0.778, -0.829, -0.762, 0.201, 0.205, 0.186], "relative_energy_kcal_mol": 19.0, "charge": -1, "gap_ev": 8.127, "lumo_energy_ev": 3.843}

---

{"formula": "C4H9O3", "method": "ωB97M-V/def2-TZVPD", "elements": ["C", "C", "C", "O", "O", "H", "H", "H", "H", "H", "C", "O", "H", "H", "H", "H"], "xyz": [[1.039519, 1.227228, 0.160208], [0.002161, 2.167918, 0.792274], [1.103175, -0.064286, 0.997183], [2.102408, -0.249962, 1.707109], [0.106785, -0.876386, 0.949886], [0.738531, 1.012139, -0.863882], [2.059341, 1.605549, 0.145299], [-0.256987, 2.896812, 0.028587], [0.340389, 2.535296, 1.761613], [-0.928742, 1.634648, 1.064810], [-1.129874, -2.352160, -1.216688], [-1.003031, -0.955929, -1.467381], [-0.678387, -0.547879, -0.614704], [-0.920897, -2.812292, -2.191166], [-0.438404, -2.682226, -0.445411], [-2.135986, -2.538471, -0.807737]], "forces_ev_per_angstrom": [[-0.3496, -0.6652, 0.5775], [-0.2487, -0.7301, -0.0791], [-0.5687, -1.5077, 0.3875], [0.4332, 0.4218, 0.0189], [0.4024, 1.3213, -0.4139], [-0.0297, -0.1521, -0.0934], [-0.1035, 0.4501, 0.0361], [-0.0509, 0.7017, 0.4946], [0.2418, 0.6042, -0.2911], [0.4203, -0.0965, -0.5129], [-0.1324, 1.0295, -0.0708], [0.1451, 0.3613, 0.3624], [-0.1230, -0.8456, -0.2168], [-0.3694, -0.4550, 0.3925], [0.3027, -0.0287, -0.1094], [0.0304, -0.4088, -0.4819]], "nbo_charge": [-0.521, -0.610, 0.763, -0.755, -0.831, 0.200, 0.204, 0.188, 0.200, 0.216, -0.251, -0.799, 0.506, 0.151, 0.200, 0.140], "relative_energy_kcal_mol": 15.8, "charge": -1, "gap_ev": 8.434, "lumo_energy_ev": 4.152}

---

{"formula": "C4H9O3", "method": "ωB97M-V/def2-TZVPD", "elements": ["C", "O", "H", "H", "H", "H", "C", "C", "C", "O", "O", "H", "H", "H", "H", "H"], "xyz": [[-0.945671, -0.090348, 2.048247], [0.182642, 0.526989, 2.690324], [-0.092486, 1.336146, 3.120746], [-0.783410, -1.166849, 2.086828], [-1.009664, 0.266807, 1.008021], [-1.860973, 0.158868, 2.593709], [0.812792, 0.119749, -1.822480], [0.967728, -0.955829, -0.755653], [-0.551082, 0.836019, -1.713100], [-0.858571, 1.443532, -0.650443], [-1.314670, 0.700517, -2.698703], [1.548949, 0.891231, -1.570531], [0.843804, -0.273974, -2.833301], [1.210637, -0.543507, 0.218913], [1.773393, -1.661127, -0.984576], [0.076580, -1.588225, -0.738001]], "forces_ev_per_angstrom": [[0.1237, 0.5101, -0.1276], [0.2500, -0.3497, 0.2812], [-0.1372, 0.1109, -0.2121], [-0.0345, -0.0335, -0.0141], [-0.1207, -0.1399, 0.3014], [-0.0786, -0.1408, -0.0763], [-0.3100, 0.7216, 0.9490], [0.1139, -0.7605, -0.4363], [-1.3708, -0.0419, 0.0087], [0.8211, -0.1571, -0.0474], [0.3080, -0.0583, -0.2567], [0.2784, -0.0907, -0.6811], [0.4731, 0.0443, -0.0466], [-0.4037, 0.0958, 0.1480], [0.2268, 0.1364, -0.1689], [-0.1395, 0.1535, 0.3791]], "nbo_charge": [-0.275, -0.748, 0.458, 0.153, 0.254, 0.140, -0.521, -0.599, 0.757, -0.813, -0.788, 0.194, 0.204, 0.214, 0.175, 0.195], "relative_energy_kcal_mol": 25.2, "charge": -1, "gap_ev": 7.556, "lumo_energy_ev": 3.740}

---

{"formula": "C4H9O3P", "method": "ωB97M-V/def2-TZVPD", "elements": ["C", "C", "C", "C", "P", "O", "O", "O", "H", "H", "H", "H", "H", "H", "H", "H", "H"], "xyz": [[-0.929717, 0.463450, 1.173761], [-0.018079, 0.107170, -0.034941], [1.147998, 1.105049, -0.104595], [-0.891967, 0.137432, -1.336727], [0.685495, -1.633647, 0.254919], [1.066863, -2.218437, -1.063380], [1.824929, -1.590659, 1.251039], [-0.346132, -2.536492, 0.840397], [-1.834807, -0.184553, 1.111989], [-0.383027, 0.348531, 2.141384], [-1.300810, 1.486810, 1.106972], [1.777438, 0.946888, -0.989586], [0.709041, 2.106282, -0.104665], [1.797114, 0.981970, 0.739587], [-1.472241, 1.081296, -1.381946], [-1.590963, -0.701027, -1.384873], [-0.241136, 0.099937, -2.219334]], "forces_ev_per_angstrom": [[0.0734, -0.7109, -0.2414], [-0.4104, -0.2886, 0.1740], [-0.7370, -0.2276, -0.6311], [0.7089, 0.4288, 0.5530], [0.9192, -2.2158, 0.9090], [0.9122, 0.6889, -2.8773], [1.2441, 1.9016, 0.5391], [-3.2991, -0.2686, 1.1291], [0.7612, 0.1546, 0.4548], [-0.5161, -0.1747, -0.7016], [0.0429, 0.5612, -0.0947], [-0.2533, 0.0403, -0.0173], [0.2064, 0.4850, -0.1600], [0.2480, -0.1154, 0.6488], [0.0587, -0.0813, 0.0164], [0.1536, -0.0283, 0.1481], [-0.1127, -0.1493, 0.1510]], "nbo_charge": [-0.611, -0.412, -0.616, -0.604, 2.373, -1.277, -1.277, -1.286, 0.217, 0.218, 0.136, 0.201, 0.140, 0.234, 0.138, 0.220, 0.207], "relative_energy_kcal_mol": 0.0, "charge": -2, "gap_ev": 4.855, "lumo_energy_ev": 6.446, "smiles": "CC(C)(C)P(=O)([O-])[O-]"}

---

{"formula": "C4H9O3Rh", "method": "ωB97M-V/def2-TZVPD", "elements": ["H", "C", "O", "C", "C", "H", "H", "H", "H", "H", "H", "H", "O", "C", "O", "Rh", "H"], "xyz": [[0.975704, 0.723178, 1.213904], [-0.817818, -1.983461, -0.254481], [-0.516637, -0.675110, -0.736812], [-1.416764, 0.340066, -0.464219], [-1.227325, 1.094762, 0.672124], [0.121462, -2.546701, -0.277590], [-1.099635, -1.967518, 0.805992], [-1.665343, -2.394608, -0.819460], [-2.435355, -0.006855, -0.674729], [0.640233, 1.934503, -0.468656], [-0.803341, 2.064751, 0.398253], [-2.059393, 1.164195, 1.373565], [1.659443, 1.440486, -0.614065], [2.063907, 0.628835, 0.488307], [2.337395, -0.579710, 0.017979], [1.326744, -0.359843, -1.651796], [2.916716, 1.123035, 0.991689]], "forces_ev_per_angstrom": [[3.1299, -0.8038, -1.2208], [-0.4216, -0.9611, 0.8643], [0.3013, -0.2213, -0.0807], [-1.7763, -2.6995, -2.1770], [0.0061, 2.8010, 1.4805], [-0.4296, -0.1306, -0.4338], [0.0007, 0.3453, -0.1928], [0.5183, -0.1282, -0.0445], [0.1201, 0.4688, -0.4861], [4.6369, -2.0302, -0.3337], [-0.1775, 0.4899, 0.8423], [0.6302, -0.2354, 0.5112], [-4.0596, 3.5967, -0.6315], [-2.6452, 1.7608, 3.7093], [0.1018, -0.8195, -0.2876], [0.5027, -1.1111, -1.4462], [-0.4380, -0.3216, -0.0728]], "nbo_charge": [0.130, -0.276, -0.600, 0.095, -0.337, 0.222, 0.212, 0.213, 0.187, 0.521, 0.163, 0.240, -0.773, 0.206, -0.643, 1.239, 0.201], "s_squared": 8.76, "charge": 1, "multiplicity": 6, "gap_ev": [7.960, 7.952], "lumo_energy_ev": [-4.648, -6.217]}

---

{"formula": "C4H9O3S", "method": "ωB97M-V/def2-TZVPD", "elements": ["C", "C", "C", "C", "O", "O", "O", "S", "H", "H", "H", "H", "H", "H", "H", "H", "H"], "xyz": [[-1.347321, -0.005908, -0.858041], [0.970463, -0.025913, -1.828479], [1.125186, -0.085404, 1.264432], [-0.040937, 0.738512, -0.953406], [-0.838899, 0.757514, 2.863945], [-0.620652, -1.793109, 2.108725], [0.031388, 1.976030, -0.789061], [0.198537, -0.628227, 2.667913], [-1.887607, 0.170067, 0.139358], [-1.100230, -1.082806, -1.121829], [-2.159300, 0.315193, -1.571232], [0.382449, -0.500580, -2.525508], [1.455783, -0.675507, -1.224770], [1.578757, 0.678011, -2.313194], [1.112259, -1.047600, 0.696796], [2.137119, 0.175708, 1.510783], [-0.996996, 1.034019, 1.933567]], "forces_ev_per_angstrom": [[-1.4757, -0.9568, 1.0615], [-1.6039, 2.9387, 0.9764], [-1.3564, -1.8715, 0.2286], [-0.1101, 3.0859, -1.0852], [0.2541, -0.9252, -0.7345], [0.5308, 1.4662, 0.9182], [-0.1771, -2.2736, -0.3118], [-0.5067, -0.1849, -1.3463], [1.1335, -0.8410, -1.2279], [-0.8468, 1.0449, 1.0273], [1.2624, 0.1375, 0.0858], [-1.1386, -1.4343, -1.8189], [1.7996, -2.1454, 1.4978], [1.1625, 0.8741, -0.4545], [0.2392, 0.6434, 0.3296], [0.5287, 0.4178, 0.3223], [0.3043, 0.0243, 0.5316]], "nbo_charge": [-0.731, -0.708, -1.099, 0.635, -0.934, -1.021, -0.633, 1.346, 0.242, 0.214, 0.216, 0.193, 0.234, 0.211, 0.184, 0.181, 0.472], "relative_energy_kcal_mol": 96.2, "charge": -1, "gap_ev": 6.829, "lumo_energy_ev": 3.849}

---

{"formula": "C4H9O4", "method": "ωB97M-V/def2-TZVPD", "elements": ["O", "C", "O", "C", "C", "C", "O", "H", "H", "H", "H", "H", "H", "H", "H", "H", "O"], "xyz": [[1.989804, 0.659908, -0.440398], [0.751505, 0.480695, -0.577951], [0.156179, 0.942318, -1.752612], [-0.144900, -0.158407, 0.300601], [-1.680359, -0.288803, -0.052098], [-2.281279, -1.227225, 0.936605], [-2.252158, 0.937037, 0.059255], [0.370903, -0.808729, 1.010219], [0.083331, 1.072562, 0.383553], [-1.614815, -0.689941, -1.090305], [-2.256624, -0.911898, 1.985823], [-1.890684, -2.269362, 0.997309], [-3.349840, -1.397887, 0.795726], [-0.488335, 1.626315, -1.476314], [3.928641, -0.979074, 0.933349], [2.564074, -0.304271, 0.484358], [2.990046, -1.028414, 1.116796]], "forces_ev_per_angstrom": [[-1.1382, 0.0448, -0.5349], [1.8127, -0.9155, -3.1739], [0.4910, 0.9848, 0.4993], [0.1700, 0.4145, -0.0892], [1.3747, 1.6584, 0.4492], [-0.9318, -2.4332, 1.2972], [0.1452, 0.1895, -0.7770], [-0.1515, 0.7044, 0.4687], [-1.7946, -0.6119, 2.7026], [-0.5563, -0.2970, 0.1477], [0.4403, 0.6503, -0.2470], [0.3061, 0.4024, -0.4515], [-0.1354, 0.3391, -0.5463], [-0.4525, -0.6664, -0.2145], [0.1221, -0.0056, -0.0321], [0.7869, -1.0109, 0.9227], [-0.4887, 0.5524, -0.4211]], "nbo_charge": [-0.700, 0.634, -0.730, -0.352, 0.096, -0.626, -0.959, 0.245, 0.301, 0.117, 0.198, 0.170, 0.202, 0.505, 0.444, 0.488, -1.034], "relative_energy_kcal_mol": 94.1, "charge": -1, "gap_ev": 7.394, "lumo_energy_ev": 3.799}

---

{"formula": "C4H9O4PS", "method": "ωB97M-V/def2-TZVPD", "elements": ["C", "C", "C", "C", "O", "O", "O", "O", "P", "S", "H", "H", "H", "H", "H", "H", "H", "H", "H"], "xyz": [[-1.420410, -1.181698, -0.491073], [-0.489514, 0.053494, -0.557935], [1.673189, 0.124183, 0.874118], [0.240439, 0.558996, 0.675518], [-0.399281, 3.459267, 0.406014], [2.133096, 3.361477, 0.500783], [0.902385, 2.919881, -1.728251], [2.499632, 0.493801, -0.164043], [0.982910, 2.793048, -0.224219], [-0.902713, 0.730035, 1.962346], [-0.781233, -2.194491, -0.280400], [-2.109765, -1.035236, 0.254932], [-1.730836, -1.237709, -1.469065], [-1.136568, 0.763449, -1.061649], [0.242014, -0.019019, -1.300976], [2.068563, 0.520280, 1.771639], [1.647919, -0.988621, 1.138070], [2.082701, 1.352388, -0.268689], [-0.701203, 2.696774, 1.103240]], "forces_ev_per_angstrom": [[5.3508, -1.9728, 0.7765], [-0.2731, -0.1827, 0.2350], [-1.4223, -2.5877, 1.4804], [0.1461, 2.2071, -1.8502], [-0.3557, -2.2322, 1.4893], [1.6039, 0.2752, 0.7709], [0.1565, -0.3553, 0.2884], [0.8149, -1.8122, -0.6415], [-4.1355, 0.5352, -0.0791], [-0.0537, 0.2910, 1.4536], [-1.4975, 2.1306, -0.2571], [-1.9079, 0.1294, 1.5165], [-1.5343, -0.5768, -2.1526], [-0.1728, 0.9990, 0.7062], [1.3934, -0.8835, -1.4520], [0.0350, 0.8733, 1.3470], [0.4238, 0.6526, -1.0426], [0.8977, 0.5117, -0.9625], [0.5307, 1.9980, -1.6261]], "nbo_charge": [-0.596, -0.469, -0.129, -0.322, -1.087, -1.179, -1.187, -0.739, 2.110, -0.585, 0.143, 0.219, 0.179, 0.209, 0.205, 0.163, 0.127, 0.433, 0.506], "relative_energy_kcal_mol": 65.9, "charge": -2, "gap_ev": 5.076, "lumo_energy_ev": 5.883}

---

{"formula": "C4H9O5Si", "method": "ωB97M-V/def2-TZVPD", "elements": ["C", "C", "C", "C", "O", "O", "O", "O", "O", "Si", "H", "H", "H", "H", "H", "H", "H", "H", "H"], "xyz": [[0.432516, 2.589690, 1.839215], [0.143746, -2.465500, 1.126567], [-1.823614, 1.572276, -1.453114], [1.335522, 1.056059, -0.119308], [0.689251, 2.119959, 2.894338], [0.309720, 3.483627, 1.078401], [-0.177564, -1.608233, 0.056466], [-1.467746, 0.272866, -1.156555], [0.168520, 1.010871, 0.677716], [-1.111469, -0.227923, 0.406341], [0.381555, -2.012478, 2.096482], [0.975823, -3.259233, 0.966097], [-0.720098, -3.204736, 1.310424], [-1.261084, 1.906258, -2.394905], [-1.759712, 2.241137, -0.616068], [-2.958135, 1.559803, -1.851301], [2.180485, 1.550882, 0.275691], [1.132915, 1.472369, -1.115637], [1.745652, 0.119777, -0.412787]], "forces_ev_per_angstrom": [[0.2915, 0.6950, 1.1291], [-0.6719, -2.7956, 0.1561], [-2.2192, -0.4779, -2.9729], [-1.0166, -0.2439, -1.8714], [-0.2749, 0.0321, -0.7042], [-0.1613, -0.3160, -0.0089], [1.1360, -0.6306, 0.1907], [0.3898, -0.6585, -0.8020], [1.1518, -0.4179, -0.0170], [-0.6665, 0.5315, 1.4449], [-0.1377, 0.4027, -0.2833], [-0.7240, 1.7407, -0.5558], [0.7216, 1.1775, 0.0050], [-0.3729, 0.0046, 1.4881], [0.2620, 0.6085, 0.2594], [2.0032, 0.2620, 0.9811], [0.5738, 1.0985, 1.0793], [-0.1796, 0.5408, 0.1960], [-0.1052, -1.5533, 0.2856]], "nbo_charge": [1.058, -0.251, -0.229, -0.259, -0.593, -0.606, -0.929, -0.939, -0.897, 1.201, 0.172, 0.152, 0.149, 0.154, 0.182, 0.131, 0.163, 0.162, 0.178], "relative_energy_kcal_mol": 0.0, "charge": -1, "gap_ev": 6.552, "lumo_energy_ev": 3.733}

---

{"formula": "C4H9OS", "method": "ωB97M-V/def2-TZVPD", "elements": ["O", "C", "C", "C", "C", "S", "H", "H", "H", "H", "H", "H", "H", "H", "H"], "xyz": [[-2.177476, -2.045222, -0.266199], [-0.910608, -1.656248, -0.137847], [-0.742745, -0.303905, 0.616005], [-0.388833, 0.854532, -0.317589], [1.077452, 0.893032, -0.667570], [2.142893, 1.689679, 0.663436], [-0.395418, -1.479771, -1.120067], [-0.258453, -2.400326, 0.401944], [-1.664742, -0.115048, 1.160880], [0.035532, -0.333984, 1.392551], [-0.998420, 0.843552, -1.229973], [-0.694694, 1.800437, 0.145700], [1.328881, 1.612124, -1.454950], [1.518520, -0.083276, -0.777684], [2.128111, 0.724424, 1.591370]], "forces_ev_per_angstrom": [[-0.3057, -0.0277, -0.1013], [-0.0517, -0.1026, 0.2799], [0.3357, 0.2689, -0.0363], [-0.8411, 0.4313, 0.3185], [0.6830, 1.1858, 1.1380], [-0.1814, -0.1056, -0.1394], [0.2498, -0.1402, -0.1969], [0.0932, -0.0460, -0.0504], [-0.2470, 0.0096, -0.1574], [0.1200, -0.1665, -0.0094], [0.1244, -0.5028, -0.0554], [0.3565, 0.1262, 0.0508], [-0.1785, -0.6055, -0.3498], [-0.0367, -0.2640, -0.6318], [-0.1206, -0.0609, -0.0592]], "nbo_charge": [-0.947, 0.001, -0.437, -0.432, -0.449, -0.148, 0.049, 0.053, 0.211, 0.154, 0.211, 0.190, 0.202, 0.222, 0.120], "relative_energy_kcal_mol": 32.4, "charge": -1, "gap_ev": 5.377, "lumo_energy_ev": 3.122, "smiles": "[O-]CCCCS"}

---

E, respectively: -383.5763 -383.5813 -383.5663 -724.9095 -493.4732 -781.6525 -458.7175 -1198.3092 -823.6020 -631.2054 hartree.